Density functional theory data (the ωB97M-V functional and the def2-TZVPD basis) for a single C2H7N3O2 molecule at a distorted geometry.

Computed properties:
* HOMO-LUMO gap: 10.08 eV
* ΔE to the lowest compared entry with this formula, charge and spin: 168.8 kcal per mole
* E_LUMO: 0.956 eV
* energy: -10746.756 eV
* E_HOMO: -9.1 eV
* SMILES: C/N=[N+](\[O-])NOC

```
14
Properties=species:S:1:pos:R:3:forces:R:3
C -2.61992 0.59636 0.08371 0.80 -0.36 1.47
C 2.81825 -0.23118 0.03703 -1.32 -0.06 0.06
N -1.32160 1.02419 0.64739 -0.52 -1.00 -0.34
N 0.81326 0.87573 0.67127 2.07 -0.94 0.86
N -0.33737 0.70490 -0.10454 -1.29 4.09 3.31
O -0.34142 0.55651 -1.27869 0.96 -1.77 -2.81
O 2.08288 1.10042 0.12764 -0.45 -2.11 -0.69
H -2.55614 -0.49622 0.18029 -0.56 0.04 -0.35
H -2.77641 0.86502 -0.94886 -0.16 0.29 -0.24
H -3.39201 0.94982 0.79572 0.40 -0.06 -0.75
H 3.76972 -0.11107 0.53668 0.32 0.33 -0.33
H 2.88514 -0.68345 -0.99015 0.01 1.20 0.73
H 2.26996 -0.98916 0.62142 -0.04 0.60 -0.08
H 0.64552 1.44471 1.50730 -0.20 -0.25 -0.84
```
Forces are in eV/Å.

Density functional theory data (the ωB97M-V functional and the def2-TZVPD basis) for a molecular structure, C2H7N3O3 at a distorted geometry.

Computed properties:
* HOMO-LUMO gap (spin up / spin down): 8.20 / 8.20 eV
* ΔE to the lowest compared entry with this formula, charge and spin: 179.4 kcal per mole
* E_LUMO (spin up / spin down): 0.108 / 0.108 eV
* energy: -12793.525 eV
* E_HOMO (spin up / spin down): -8.1 / -8.1 eV

```
15
Properties=species:S:1:pos:R:3:forces:R:3
C 1.74394 -0.01594 -0.83102 -0.57 -0.20 0.71
N -1.11830 -0.54466 -0.25866 -4.99 -0.62 -1.40
N 0.78109 0.82457 -0.17123 -2.77 1.31 -1.54
C -0.98059 0.76420 -0.23519 6.05 1.21 2.79
N -0.65816 -1.44264 0.67244 0.18 0.46 -0.30
O -2.83099 -0.54905 -0.44517 2.71 -0.68 0.67
O 1.26792 1.28543 1.07290 -0.73 -0.11 0.41
O -1.52048 1.78914 0.02893 -0.19 -1.07 -0.95
H -3.09624 -0.18189 0.41675 0.03 -0.11 -0.15
H 0.64976 2.00936 1.28437 0.51 -0.11 -0.11
H 0.04451 -1.00819 1.27635 -0.39 0.02 -0.04
H -0.24587 -2.21757 0.16311 -0.03 0.03 0.12
H 2.69388 0.52539 -0.91016 -0.23 -0.05 -0.26
H 1.32745 -0.30344 -1.79798 0.22 0.19 -0.01
H 1.94207 -0.93473 -0.26545 0.18 -0.27 0.05
```
Forces are in eV/Å.